[1]
The following is a quantum chemistry calculation of one molecule with the formula C2H3ClN2 in a non-equilibrium geometry, from OMol25.

CARTESIAN COORDINATES (ANGSTROEM)
C: 0.79 0.83 -1.38
C: 0.31 0.14 -0.22
N: -0.48 1.37 -3.26
N: 0.18 1.04 -2.43
Cl: 2.54 0.99 -1.43
H: -0.73 0.58 -0.04
H: 1.03 0.37 0.56
H: 0.13 -0.94 -0.21

**Frontier orbital gap**: 8.7 eV
**Highest occupied orbital energy**: -0.306 hartree
**Calculated total energy**: -647.62354 hartree
**LUMO level**: 0.33 eV

For each atom in turn, the Mulliken charge in e is:
1 C 0.44
2 C -0.92
3 N -0.68
4 N 0.55
5 Cl -0.21
6 H 0.25
7 H 0.31
8 H 0.27


[2]
The following is a quantum chemistry calculation of C3H9AsClO6ReSTe4 as an isolated structure, from OMol25.

CARTESIAN COORDINATES (ANGSTROEM)
Re: -0.88 -0.86 1.30
O: -0.08 -0.49 4.68
Cl: -0.68 0.42 3.77
O: -0.99 1.66 4.33
O: 0.22 0.57 2.59
O: -1.88 -0.22 3.17
Te: -0.41 -3.14 2.86
Te: -0.12 -5.09 0.97
Te: -2.61 -4.36 1.81
Te: -3.08 -1.67 0.14
C: -0.53 0.69 -2.74
As: 0.93 0.52 -1.51
C: 1.22 2.12 -0.48
C: 2.53 0.22 -2.55
S: 0.82 -1.27 -0.28
H: -0.29 1.48 -3.45
H: -1.44 0.92 -2.19
H: -0.64 -0.25 -3.27
H: 1.57 2.91 -1.16
H: 1.99 1.92 0.26
H: 0.30 2.42 0.00
H: 2.69 1.07 -3.22
H: 2.41 -0.69 -3.13
H: 3.38 0.12 -1.88
O: -1.61 0.65 0.34
O: -2.81 0.35 -0.36

**Frontier orbital gap (spin up / spin down)**: 5.8 / 6.0 eV
**Total charge**: +1
**Highest occupied orbital energy (spin up / spin down)**: -0.396 / -0.413 hartree
**Calculated total energy**: -4815.06028 hartree
**LUMO level (spin up / spin down)**: -4.97 / -5.22 eV
**Spin multiplicity**: 4

Atom charges from the Mulliken analysis, given in e for atoms 1 to 8:
1 Re 0.83
2 O -0.51
3 Cl 1.71
4 O -0.54
5 O -0.56
6 O -0.55
7 Te 0.34
8 Te 0.06


[3]
The following is a quantum chemistry calculation of a 10-piece molecular cluster, C18H56N10O10 overall in a non-equilibrium geometry, from OMol25.

CARTESIAN COORDINATES (ANGSTROEM)
C: -2.48 0.06 -7.09
C: -1.13 -0.17 -6.54
C: -1.07 -0.23 -4.98
O: -0.69 -1.43 -7.05
H: -2.66 1.14 -7.18
H: -3.25 -0.40 -6.44
H: -2.58 -0.23 -8.17
H: -0.40 0.52 -6.90
H: -1.49 0.64 -4.55
H: -0.09 -0.39 -4.70
H: -1.66 -1.11 -4.70
H: 0.20 -1.53 -6.77
C: 0.76 -4.01 -2.74
C: 1.51 -2.73 -3.21
C: 2.97 -2.94 -2.94
O: 1.36 -2.51 -4.58
H: 1.23 -4.97 -3.03
H: -0.31 -4.08 -3.09
H: 0.53 -4.02 -1.66
H: 1.18 -1.90 -2.58
H: 3.14 -3.09 -1.91
H: 3.51 -2.02 -3.16
H: 3.27 -3.81 -3.54
H: 0.41 -2.69 -4.81
C: -2.50 -0.45 4.09
C: -1.38 -0.69 5.10
C: -0.97 -2.12 5.03
O: -0.24 0.09 4.89
H: -2.87 0.58 4.09
H: -3.35 -1.15 4.17
H: -2.19 -0.68 3.04
H: -1.77 -0.42 6.10
H: -1.78 -2.86 5.06
H: -0.16 -2.34 5.74
H: -0.43 -2.30 4.07
H: -0.19 0.44 4.00
C: 0.29 4.37 3.17
C: 1.74 4.72 2.66
O: 2.38 3.64 2.03
H: 0.39 3.76 4.04
H: -0.40 3.90 2.47
H: -0.21 5.25 3.58
H: 2.26 5.18 3.52
H: 1.60 5.54 2.01
H: 2.41 2.95 2.67
C: -6.17 0.27 -0.68
C: -5.09 -0.21 -1.71
O: -3.81 0.24 -1.42
H: -7.23 0.15 -1.01
H: -6.08 1.35 -0.49
H: -5.94 -0.29 0.27
H: -5.31 0.28 -2.70
H: -5.11 -1.31 -1.68
H: -3.18 -0.50 -1.34
C: 3.48 1.36 4.82
O: 2.82 1.50 3.79
N: 4.80 1.21 4.94
N: 2.76 1.37 5.99
H: 5.21 1.03 4.00
H: 5.15 0.71 5.73
H: 1.78 1.05 5.95
H: 3.15 1.37 6.91
C: 4.34 -1.11 1.99
O: 5.30 -0.71 2.69
N: 4.10 -2.51 1.84
N: 3.54 -0.27 1.36
H: 4.85 -3.11 2.15
H: 3.72 -2.80 0.96
H: 2.77 -0.65 0.76
H: 3.64 0.69 1.57
C: -2.26 -2.82 -0.86
O: -2.24 -1.84 -1.66
N: -1.22 -3.01 -0.06
N: -3.33 -3.63 -0.88
H: -0.43 -2.32 -0.10
H: -1.17 -3.71 0.67
H: -4.10 -3.29 -1.36
H: -3.49 -4.44 -0.32
C: 0.60 4.11 -1.04
O: -0.08 3.46 -0.31
N: 0.13 4.96 -2.06
N: 1.95 4.19 -0.89
H: -0.82 4.82 -2.37
H: 0.73 5.37 -2.79
H: 2.46 5.00 -1.20
H: 2.21 3.56 -0.19
C: 0.60 0.24 0.15
O: 1.13 -0.89 -0.03
N: 1.04 1.15 0.98
N: -0.57 0.46 -0.53
H: 0.63 2.03 1.01
H: 1.67 0.83 1.73
H: -0.93 -0.21 -1.20
H: -0.93 1.39 -0.58

**Frontier orbital gap**: 9.7 eV
**SMILES string**: NC(N)=O.NC(N)=O.NC(N)=O.NC(N)=O.NC(N)=O.CC(C)O.CC(C)O.CC(C)O.CCO.CCO
**Highest occupied orbital energy**: -0.342 hartree
**Calculated total energy**: -2019.54764 hartree
**LUMO level**: 0.37 eV

Atom charges from the Mulliken analysis, given in e for atoms 1 to 8:
1 C -1.26
2 C 0.52
3 C -1.35
4 O -0.59
5 H 0.33
6 H 0.28
7 H 0.35
8 H 0.29


[4]
The following is a quantum chemistry calculation of a 8-piece molecular cluster, C16H48O16 overall in a non-equilibrium geometry, from OMol25.

CARTESIAN COORDINATES (ANGSTROEM)
C: -4.04 1.20 -1.20
C: -4.43 2.57 -1.72
O: -5.86 2.74 -1.59
O: -2.65 1.06 -1.34
H: -4.65 0.39 -1.62
H: -4.25 1.29 -0.12
H: -4.33 2.56 -2.82
H: -3.88 3.36 -1.24
H: -6.24 2.10 -2.20
H: -2.27 0.30 -0.88
C: -3.37 -3.10 1.45
C: -4.16 -2.03 0.74
O: -5.44 -1.82 1.36
O: -2.59 -2.59 2.53
H: -2.70 -3.58 0.74
H: -4.06 -3.84 1.84
H: -4.45 -2.33 -0.27
H: -3.64 -1.09 0.57
H: -5.37 -1.14 2.04
H: -3.17 -2.11 3.12
C: 1.62 0.07 6.16
C: 2.69 -0.20 5.12
O: 2.18 -0.56 3.82
O: 1.56 -1.01 7.07
H: 0.64 0.33 5.76
H: 1.94 1.01 6.66
H: 3.29 -1.04 5.47
H: 3.26 0.71 4.94
H: 2.24 -1.52 3.76
H: 0.98 -0.78 7.80
C: 5.66 -1.78 1.68
C: 5.20 -0.53 1.01
O: 5.92 -0.32 -0.21
O: 5.55 -2.90 0.78
H: 5.08 -1.93 2.59
H: 6.73 -1.65 1.89
H: 5.30 0.35 1.66
H: 4.13 -0.55 0.77
H: 5.81 0.61 -0.43
H: 6.17 -2.68 0.08
C: 3.96 3.88 1.73
C: 4.31 3.12 0.45
O: 3.51 1.97 0.33
O: 5.02 4.77 2.04
H: 3.73 3.17 2.54
H: 3.00 4.40 1.58
H: 5.36 2.83 0.52
H: 4.13 3.80 -0.39
H: 2.62 2.16 0.01
H: 4.69 5.40 2.68
C: -2.75 -2.27 -3.38
C: -3.51 -3.47 -3.88
O: -4.58 -3.83 -3.01
O: -2.40 -2.48 -2.00
H: -3.33 -1.35 -3.44
H: -1.85 -2.18 -3.99
H: -2.86 -4.33 -4.01
H: -3.93 -3.32 -4.88
H: -5.11 -3.05 -2.82
H: -2.91 -3.26 -1.75
C: -0.57 1.09 -5.21
C: -0.30 2.37 -4.42
O: -0.17 2.01 -3.05
O: 0.32 0.05 -4.82
H: -0.47 1.23 -6.29
H: -1.60 0.77 -4.99
H: -1.18 2.99 -4.57
H: 0.64 2.83 -4.71
H: -1.06 1.79 -2.76
H: 0.51 0.22 -3.88
C: 0.88 0.35 0.56
C: -0.19 -0.67 0.26
O: -0.08 -0.95 -1.13
O: 0.48 1.63 0.02
H: 1.83 0.17 0.06
H: 1.05 0.45 1.63
H: -1.11 -0.17 0.63
H: -0.14 -1.58 0.87
H: -0.74 -1.60 -1.37
H: 0.37 1.52 -0.94

**Frontier orbital gap**: 9.8 eV
**SMILES string**: OCCO.OCCO.OCCO.OCCO.OCCO.OCCO.OCCO.OCCO
**Highest occupied orbital energy**: -0.355 hartree
**Calculated total energy**: -1842.08269 hartree
**LUMO level**: 0.15 eV

Atom charges from the Mulliken analysis, given in e for atoms 1 to 8:
1 C -0.04
2 C -0.76
3 O -0.56
4 O -0.22
5 H 0.22
6 H 0.27
7 H 0.38
8 H 0.32


[5]
The following is a quantum chemistry calculation of an isolated ion of composition C10H17N2O2 and charge +1 in a non-equilibrium geometry, from OMol25.

CARTESIAN COORDINATES (ANGSTROEM)
C: 0.29 -2.00 -1.65
C: 1.24 -2.56 -0.85
C: 0.41 -0.83 0.18
C: -0.43 -2.14 -2.93
C: -1.56 -1.08 -2.94
C: -1.24 -0.23 -1.66
C: 1.25 1.95 0.37
C: -0.42 2.31 2.20
C: 0.01 0.01 1.47
C: 0.62 1.36 1.59
N: -0.13 -0.88 -1.00
N: 0.23 -0.81 2.61
O: 1.29 -1.86 0.29
O: 1.98 -3.62 -0.97
H: 0.25 -1.97 -3.87
H: -0.81 -3.13 -3.05
H: -1.57 -0.55 -3.88
H: -2.47 -1.69 -2.83
H: -0.83 0.85 -1.88
H: -2.12 -0.18 -1.04
H: 0.47 2.04 -0.39
H: 1.74 2.95 0.50
H: 2.20 1.43 0.09
H: -1.26 2.38 1.55
H: -0.08 3.36 2.46
H: -0.73 1.89 3.16
H: -1.10 0.10 1.49
H: 1.51 1.22 2.31
H: -0.19 -1.80 2.30
H: 1.17 -0.94 2.98
H: 2.36 -3.98 -0.22

**Frontier orbital gap**: 9.8 eV
**Total charge**: +1
**SMILES string**: CC(C)[C@H](N)c1oc(O)c2[n+]1CCC2
**Highest occupied orbital energy**: -0.472 hartree
**Calculated total energy**: -650.93583 hartree
**LUMO level**: -3.07 eV

Atom charges from the Mulliken analysis, given in e for atoms 1 to 8:
1 C 0.10
2 C -0.11
3 C -0.32
4 C -0.42
5 C -0.65
6 C -0.46
7 C -1.34
8 C -1.56


[6]
The following is a quantum chemistry calculation of one molecule with the formula C26H38N4O5 in a non-equilibrium geometry, from OMol25.

CARTESIAN COORDINATES (ANGSTROEM)
C: -4.39 -0.67 1.97
H: -3.41 -0.96 1.61
C: -4.93 0.50 1.16
H: -5.85 0.87 1.62
H: -5.17 0.17 0.15
C: -3.94 1.68 1.04
N: -2.73 1.22 0.36
C: -2.67 0.72 -0.87
O: -3.60 0.63 -1.65
C: -1.27 0.19 -1.28
N: -1.05 -1.13 -0.67
C: -0.60 -1.12 0.60
O: -0.53 -0.07 1.23
C: -0.14 -2.38 1.32
H: 0.15 -3.18 0.64
H: -0.96 -2.72 1.96
C: 1.07 -2.02 2.18
C: 2.28 -1.82 1.29
O: 2.49 -2.51 0.31
N: 3.11 -0.82 1.69
C: 4.29 -0.47 1.08
N: 4.99 0.55 1.54
O: 6.10 0.65 0.77
C: 6.08 -0.32 -0.17
C: 4.95 -1.06 -0.03
H: 4.61 -1.90 -0.60
C: 7.21 -0.39 -1.13
H: 8.10 -0.76 -0.62
H: 7.43 0.60 -1.52
H: 6.96 -1.07 -1.94
H: 2.84 -0.22 2.46
H: 0.86 -1.12 2.76
H: 1.30 -2.85 2.86
C: -1.34 -2.35 -1.48
C: -2.21 -2.02 -2.71
H: -1.66 -1.49 -3.48
H: -2.54 -2.96 -3.15
H: -3.09 -1.44 -2.43
C: -2.15 -3.35 -0.64
H: -1.54 -4.01 -0.04
H: -2.74 -3.99 -1.30
H: -2.85 -2.82 0.00
C: -0.03 -2.95 -2.00
H: 0.72 -3.09 -1.23
H: 0.41 -2.29 -2.75
H: -0.23 -3.91 -2.47
C: -0.13 1.15 -1.03
C: -0.35 2.52 -0.92
C: 0.70 3.40 -0.75
C: 2.01 2.94 -0.70
C: 2.25 1.58 -0.85
C: 1.19 0.70 -1.02
H: 1.40 -0.35 -1.14
H: 3.25 1.18 -0.85
O: 2.97 3.88 -0.51
C: 4.31 3.46 -0.37
H: 4.89 4.37 -0.20
H: 4.67 2.98 -1.29
H: 4.44 2.78 0.48
H: 0.52 4.46 -0.65
H: -1.36 2.91 -0.97
H: -1.31 0.05 -2.36
H: -1.88 1.13 0.92
C: -4.59 2.80 0.22
H: -4.85 2.43 -0.77
H: -5.48 3.16 0.71
H: -3.89 3.63 0.10
C: -3.51 2.21 2.40
H: -2.95 1.46 2.95
H: -4.39 2.49 2.98
H: -2.88 3.09 2.28
H: -4.31 -0.43 3.03
H: -5.06 -1.53 1.87

**Frontier orbital gap**: 8.6 eV
**SMILES string**: CCC(C)(C)NC(=O)[C@@H](c1ccc(OC)cc1)N(C(=O)CCC(=O)Nc1cc(C)on1)C(C)(C)C
**Highest occupied orbital energy**: -0.296 hartree
**Calculated total energy**: -1608.79282 hartree
**LUMO level**: 0.61 eV

Atom charges from the Mulliken analysis, given in e for atoms 1 to 8:
1 C -1.00
2 H 0.07
3 C -0.85
4 H 0.57
5 H 0.35
6 C 1.37
7 N 0.60
8 C -0.58


[7]
The following is a quantum chemistry calculation of a 14-piece molecular cluster, C15H58N14O14 overall in a non-equilibrium geometry, from OMol25.

CARTESIAN COORDINATES (ANGSTROEM)
C: 0.74 -0.61 -4.87
C: 0.90 0.37 -3.65
O: 1.98 -0.33 -2.94
H: -0.21 -0.55 -5.34
H: 0.78 -1.70 -4.63
H: 1.59 -0.41 -5.56
H: 0.01 0.63 -2.99
H: 1.33 1.29 -4.02
H: 2.85 -0.28 -3.37
C: -4.47 3.10 -0.16
O: -3.11 2.72 -0.06
N: -5.00 3.48 -1.27
N: -5.35 2.93 0.83
H: -4.45 3.58 -2.07
H: -5.99 3.78 -1.40
H: -5.03 2.32 1.66
H: -6.32 3.22 0.84
C: -0.09 -3.21 -2.47
O: 0.86 -3.59 -3.37
N: -0.01 -2.04 -1.86
N: -1.06 -3.93 -2.13
H: 0.76 -1.37 -2.11
H: -0.77 -1.80 -1.21
H: -1.17 -4.80 -2.59
H: -1.76 -3.67 -1.37
C: 3.86 2.84 -0.05
O: 4.17 2.16 -1.26
N: 2.98 2.35 0.75
N: 4.47 3.96 0.42
H: 2.43 1.64 0.26
H: 2.67 2.75 1.64
H: 5.25 4.48 -0.12
H: 4.27 4.52 1.27
C: -3.67 0.77 2.33
O: -2.33 0.95 2.49
N: -4.57 1.47 2.92
N: -4.16 -0.16 1.50
H: -4.31 2.16 3.62
H: -5.34 0.85 3.26
H: -3.42 -0.65 0.92
H: -5.13 -0.31 1.16
C: 0.26 0.81 0.19
O: -0.51 1.78 -0.40
N: 1.38 0.35 -0.24
N: 0.00 0.30 1.36
H: 1.75 0.51 -1.20
H: 1.70 -0.47 0.19
H: 0.49 -0.32 2.02
H: -0.82 0.64 1.87
C: 0.50 -1.73 3.87
O: 0.71 -0.87 4.91
N: -0.21 -2.79 3.91
N: 1.27 -1.59 2.76
H: -0.59 -3.07 4.81
H: -0.76 -3.00 3.06
H: 2.11 -0.99 2.90
H: 1.15 -2.23 1.99
C: -2.43 -2.53 0.43
O: -1.96 -3.04 1.65
N: -3.09 -3.17 -0.42
N: -2.15 -1.33 0.03
H: -3.35 -4.14 -0.14
H: -3.67 -2.83 -1.25
H: -1.44 -0.85 0.62
H: -2.45 -0.99 -0.90
C: -2.61 1.07 -3.21
O: -2.68 0.54 -1.91
H: -1.95 1.93 -3.09
H: -3.61 1.40 -3.63
H: -2.08 0.35 -3.88
H: -2.58 1.27 -1.34
C: 0.65 -4.42 0.78
O: 0.89 -3.06 0.60
H: 0.63 -4.82 1.76
H: 1.32 -5.01 0.32
H: -0.35 -4.64 0.41
H: 0.65 -2.86 -0.32
C: 1.41 2.27 3.58
O: 2.29 3.32 3.41
H: 1.09 2.30 4.60
H: 1.83 1.23 3.50
H: 0.43 2.36 2.92
H: 1.85 4.05 3.88
C: 4.34 -0.01 3.02
O: 3.40 -0.09 2.02
H: 5.31 -0.18 2.60
H: 4.06 -0.70 3.84
H: 4.23 0.96 3.42
H: 3.37 0.79 1.55
C: 3.57 -3.20 -1.81
O: 3.14 -2.44 -0.77
H: 3.53 -4.27 -1.52
H: 4.62 -2.84 -2.03
H: 3.20 -3.05 -2.82
H: 2.42 -2.89 -0.38
C: 1.22 4.06 -2.18
O: -0.08 3.54 -2.40
H: 1.57 4.57 -3.10
H: 1.90 3.30 -1.87
H: 1.21 4.70 -1.35
H: -0.33 3.06 -1.57

**Frontier orbital gap**: 8.3 eV
**Highest occupied orbital energy**: -0.313 hartree
**Calculated total energy**: -2426.09067 hartree
**LUMO level**: -0.27 eV

Atom charges from the Mulliken analysis, given in e for atoms 1 to 8:
1 C -1.05
2 C 0.35
3 O -0.64
4 H 0.34
5 H 0.16
6 H 0.36
7 H -0.23
8 H 0.40


[8]
The following is a quantum chemistry calculation of C31H21InN7O6S as an isolated structure, from OMol25.

CARTESIAN COORDINATES (ANGSTROEM)
In: -0.44 0.62 0.26
O: 1.03 0.52 7.36
C: -0.12 0.55 6.87
O: -1.24 0.62 7.41
C: -0.16 0.45 5.33
C: -1.37 0.40 4.66
C: -1.38 0.23 3.29
N: -0.26 0.10 2.58
C: 0.92 0.17 3.21
C: 1.00 0.34 4.58
C: 2.13 -0.02 2.36
C: 3.41 0.33 2.78
C: 4.47 0.12 1.92
C: 4.23 -0.43 0.67
C: 2.93 -0.73 0.33
N: 1.90 -0.53 1.15
C: -2.65 0.04 2.53
C: -3.90 0.25 3.08
C: -5.02 -0.04 2.33
C: -4.87 -0.53 1.04
C: -3.59 -0.67 0.55
N: -2.50 -0.39 1.27
H: -2.27 0.47 5.26
H: 1.94 0.35 5.12
H: 3.56 0.78 3.75
H: 5.47 0.40 2.22
H: 5.03 -0.58 -0.04
H: 2.69 -1.11 -0.66
H: -4.00 0.63 4.09
H: -6.01 0.11 2.74
H: -5.72 -0.77 0.42
H: -3.41 -0.99 -0.47
N: -1.62 3.78 -2.47
C: -1.56 2.51 -2.02
S: -2.55 2.03 -0.69
N: -0.78 1.70 -2.75
N: -0.60 0.53 -2.12
C: -0.12 -0.49 -2.73
C: 0.28 -0.49 -4.16
C: -0.32 -1.33 -5.09
C: 0.07 -1.30 -6.42
C: 1.08 -0.44 -6.83
C: 1.68 0.40 -5.90
C: 1.29 0.38 -4.57
C: 0.04 -1.68 -1.86
C: 0.53 -2.90 -2.34
C: 0.63 -3.97 -1.48
C: 0.24 -3.83 -0.15
C: -0.20 -2.59 0.26
N: -0.30 -1.56 -0.57
H: -2.00 4.46 -1.83
H: -0.87 4.07 -3.07
H: -1.11 -2.00 -4.77
H: -0.41 -1.96 -7.14
H: 1.38 -0.41 -7.86
H: 2.46 1.08 -6.21
H: 1.74 1.04 -3.84
H: 0.83 -2.98 -3.38
H: 1.01 -4.92 -1.84
H: 0.32 -4.65 0.55
H: -0.48 -2.40 1.29
O: 2.86 3.04 -0.43
C: 1.79 2.55 -0.15
O: 1.35 1.41 -0.62
C: 0.78 3.28 0.80
O: 0.93 4.45 1.08
O: -0.18 2.51 1.25

**Frontier orbital gap**: 7.1 eV
**Total charge**: -1
**Highest occupied orbital energy**: -0.209 hartree
**Calculated total energy**: -2617.21430 hartree
**LUMO level**: 1.40 eV

Atom charges from the Mulliken analysis, given in e for atoms 1 to 8:
1 In 1.81
2 O -0.74
3 C 0.49
4 O -0.74
5 C -1.02
6 C -0.91
7 C 0.86
8 N 0.47


Q: Number 6 is which compound?
A: C26H38N4O5